No. 1
# C5H8N2

C5H8N2 in the gas phase (ωB97M-V/def2-TZVPD, OMol25).

Element x y z (Å)
C 0.7488 0.4910 0.8134
H 1.7395 -0.0189 2.5273
N -0.8274 -0.5913 -0.4388
H -2.4501 -1.5742 -1.3464
N 1.4675 0.7747 1.9677
C -0.4638 0.6683 -1.1474
C -0.1446 -0.6409 0.7003
H 1.1085 2.1948 -0.4898
H -0.8420 -2.5761 -1.1145
H -0.1261 0.3216 -2.1256
H -0.3341 -1.4185 1.4233
H 2.2371 1.4184 1.8454
H -1.3170 1.3555 -1.2648
C 0.6192 1.2492 -0.2963
C -1.4154 -1.6537 -1.0538

The charge is 0. The HOMO-LUMO gap (spin up / spin down) is 6.72 / 7.62 eV. The calculation puts the LUMO energy (spin up / spin down) at 0.0216 / 0.0279 Eh. For the highest occupied orbital energy (spin up / spin down), the calculation gives -6.13 / -6.86 eV.

Mulliken atomic charge list, values in e, 5 entries: C 0.9765; H 0.2368; N 0.0528; H 0.2693; N -0.5376

No. 2
# C5H8N2

C5H8N2 in the gas phase (ωB97M-V/def2-TZVPD, OMol25).

Element x y z (Å)
C -1.0749 -0.2940 -0.7740
C -2.0974 -0.8003 0.1827
H 2.5562 0.3418 1.8334
H 2.4088 1.5987 0.4958
H 0.4109 1.1796 -1.1827
N 1.9784 -1.0462 -1.2463
C 2.1524 0.6027 0.8560
H -3.1063 -0.7476 -0.2514
N 0.8220 0.0561 0.5954
H -1.9364 -1.8504 0.4606
H -0.6379 1.4769 0.2649
C 1.8810 -0.4577 -0.1847
H -1.1533 -0.5620 -1.8217
H -2.0841 -0.2169 1.1102
C -0.1194 0.7194 -0.3382

The charge is 0. The HOMO-LUMO gap (spin up / spin down) is 7.47 / 9.28 eV. The calculation puts the LUMO energy (spin up / spin down) at -0.0194 / 0.0129 Eh. For the highest occupied orbital energy (spin up / spin down), the calculation gives -8.00 / -8.93 eV.

Mulliken atomic charge list, values in e, 5 entries: C -0.2580; C -1.0682; H 0.2379; H 0.2508; H 0.4592

No. 3
# C5H8N2

C5H8N2 in the gas phase (ωB97M-V/def2-TZVPD, OMol25).

Element x y z (Å)
C -0.6805 0.2982 -1.3521
H -0.0280 2.6541 -0.2609
H -0.9423 -1.5804 -2.4529
H -0.1829 -0.9698 1.8482
C 0.4325 -0.5833 0.3371
C 0.0960 1.8712 0.4910
C -0.5755 -1.0508 -1.5887
H -1.1233 1.0904 -1.9328
H 0.2798 -2.6761 -0.2678
C 0.1106 -1.6267 -0.4915
N -0.0726 0.5803 -0.1536
H 1.4352 -1.3602 1.8858
H -0.6190 2.0401 1.3068
N 0.7693 -0.6043 1.7137
H 1.1009 1.9173 0.9174

The charge is 0. The HOMO-LUMO gap is 8.84 eV. The calculation puts the LUMO energy at 0.0368 Eh. For the highest occupied orbital energy, the calculation gives -7.84 eV.

Mulliken atomic charge list, values in e, 5 entries: C -0.4531; H 0.3361; H 0.4018; H 0.3381; C 0.2509

No. 4
# C5H8N2

C5H8N2 in the gas phase (ωB97M-V/def2-TZVPD, OMol25).

Element x y z (Å)
C -1.3227 0.0850 -0.7988
H 3.5507 -0.6197 0.7518
H -1.5541 -0.7990 -1.4059
C 0.8722 0.8630 -0.5884
H -3.3301 0.1840 0.0271
C 2.3074 -1.5690 0.6653
C 2.4705 -0.2830 0.3854
N 2.2187 0.8275 -0.1725
H -1.4468 0.9676 -1.4490
H -2.1064 1.0619 0.9697
N 0.0377 -0.0512 -0.3143
H 0.6268 1.7552 -1.1749
H -2.1627 -0.7079 1.0295
H 2.1310 -1.8747 1.6990
C -2.2923 0.1604 0.3760

The charge is 0. The HOMO-LUMO gap is 9.19 eV. The calculation puts the LUMO energy at 0.0067 Eh. For the highest occupied orbital energy, the calculation gives -9.01 eV.

Mulliken atomic charge list, values in e, 5 entries: C -0.3871; H 0.2396; H 0.2781; C -0.0023; H 0.3339

No. 5
# C5H8N2

C5H8N2 in the gas phase (ωB97M-V/def2-TZVPD, OMol25).

Element x y z (Å)
N -1.1335 1.4648 -0.8998
H 1.6791 2.1491 -0.4854
H -2.0296 1.0441 -0.6911
H -1.1153 2.4398 -0.6369
H -0.8104 -1.9248 1.2167
C -0.0169 0.7545 -0.4475
H -1.9284 -1.7242 -0.1808
C -1.2456 -1.2128 0.5096
N -0.1089 -0.5910 -0.1521
H 1.3340 -2.0951 0.3374
H -1.8024 -0.4672 1.0929
H 3.0907 -0.0388 0.3310
C 1.2855 1.1592 -0.2899
C 1.1667 -1.0384 0.1833
C 2.0307 0.0058 0.1198

The charge is 0. The HOMO-LUMO gap is 8.23 eV. The calculation puts the LUMO energy at 0.0343 Eh. For the highest occupied orbital energy, the calculation gives -7.29 eV.

Mulliken atomic charge list, values in e, 5 entries: N -0.5170; H 0.3762; H 0.2576; H 0.2402; H 0.3866

No. 6
# C5H8N2

C5H8N2 in the gas phase (ωB97M-V/def2-TZVPD, OMol25).

Element x y z (Å)
H -1.2612 -0.7756 1.5565
C -0.4415 -1.0413 0.8771
C 1.9935 0.5896 0.2583
H 0.3732 -1.6098 1.2871
C -0.9752 1.2133 -0.2376
H -0.9485 1.6985 -1.2178
H -1.6992 -1.7787 -0.0920
H -2.0151 1.1206 0.0837
C 1.1627 -0.0989 -0.7398
N 2.6035 1.1234 1.0840
H 1.2657 0.4055 -1.7043
N -0.8534 -1.4504 -0.5233
H -0.4425 1.8615 0.4713
H 1.5274 -1.1257 -0.8566
C -0.2894 -0.1320 -0.2466

The charge is 0. The HOMO-LUMO gap is 10.91 eV. The calculation puts the LUMO energy at 0.0326 Eh. For the highest occupied orbital energy, the calculation gives -10.02 eV.

Mulliken atomic charge list, values in e, 5 entries: H 0.3182; C -0.8989; C 0.3156; H 0.2602; C -1.3722

No. 7
# C5H8N2

A molecular structure, C5H8N2 (ωB97M-V/def2-TZVPD, OMol25).

Element x y z (Å)
C 1.0650 1.0212 -0.6645
H 2.7090 -0.4725 -0.5569
H -1.7650 2.1336 0.5403
N -1.2530 1.9115 -0.3044
H 1.5043 1.8641 -1.1913
H 1.1053 -1.5828 1.2716
H -1.5985 -1.3823 -0.5733
C -0.1996 1.0116 -0.0720
H -0.9217 2.7632 -0.7417
H -1.4166 -1.8926 1.1448
C -0.9136 -1.7261 0.1959
C 1.6940 -0.1797 -0.3228
N -0.3384 -0.0413 0.7562
H -0.4140 -2.6490 -0.1225
C 0.8197 -0.8375 0.5426

The charge is 0. The HOMO-LUMO gap is 8.28 eV. The calculation puts the LUMO energy at 0.0330 Eh. For the highest occupied orbital energy, the calculation gives -7.38 eV.

Mulliken atomic charge list, values in e, 5 entries: C -0.0980; H 0.4129; H 0.2477; N -0.5352; H 0.3535

No. 8
# C5H8N2

3 unconnected molecules or ions with the total composition C5H8N2 (ωB97M-V/def2-TZVPD, OMol25).

Element x y z (Å)
C 0.7554 0.8104 -0.7495
H 2.6480 -0.3249 1.7361
H 2.2276 -2.5251 -0.4590
H 3.4312 0.7998 -1.2396
H -3.3385 -0.0361 1.2558
C -0.5907 0.8968 -0.6216
N 1.1806 0.2097 0.3964
C -2.5290 -0.2894 0.5219
N 0.0669 -0.1411 1.2655
H -1.1160 1.0184 -1.5501
C 2.4095 -0.3754 0.5499
C -1.0018 0.1993 0.5717
H 1.3522 1.0759 -1.6566
H -2.9225 0.0661 -0.4487
H -2.5730 -1.3843 0.4279

The charge is 0. The HOMO-LUMO gap (spin up / spin down) is 8.71 / 7.65 eV. The calculation puts the LUMO energy (spin up / spin down) at -0.0276 / -0.0334 Eh. For the highest occupied orbital energy (spin up / spin down), the calculation gives -9.46 / -8.55 eV.

Mulliken atomic charge list, values in e, 5 entries: C -0.1404; H 0.2176; H 0.0199; H 0.0024; H 0.2981

Looking at DFT total energy for the records above, in order, we have -304.71649; -304.63940; -304.79758; -304.66258; -304.81158; -304.75166; -304.71753; -304.44674 a.u..
Looking at F_max for the records above, in order, we have 0.0169; 0.0203; 0.0456; 0.0093; 0.0092; 0.0491; 0.0091; 0.0527 Eh/bohr.
Looking at energy relative to the best compared isomer or geometry (same formula, charge and spin) for the records above, in order, we have 312.4; 514.9; 99.6; 454.0; 62.8; 220.1; 309.7; 1020.7 kJ/mol.